A | 47
Properties=species:S:1:pos:R:3:mulliken_charge:R:1 method="wB97M-V/def2-TZVPD" homo_ev=-8.1 e_lumo_ev=0.64 orbital_gap_ev=8.79
C -3.12 3.54 -1.40 -1.3832
C -1.64 3.45 -1.45 -0.2937
C -0.74 2.94 -0.52 0.6053
C 0.58 3.11 -1.07 1.5972
C 1.88 2.86 -0.64 -0.0042
C 2.93 3.20 -1.47 -1.0287
C 2.73 3.79 -2.72 -0.4537
C 1.45 4.07 -3.17 -0.9250
C 0.40 3.73 -2.34 -0.4677
N -0.95 3.91 -2.53 0.0673
H -1.37 4.32 -3.34 0.2241
H 1.28 4.53 -4.12 0.3918
H 3.58 4.03 -3.33 0.3963
H 3.94 3.00 -1.14 0.4015
H 2.07 2.41 0.31 0.2819
C -1.18 2.34 0.73 0.0487
O -2.32 2.47 1.15 -0.6824
C -0.18 1.50 1.51 -0.8228
N 0.51 0.54 0.68 0.3857
C -0.37 -0.35 -0.06 -1.1277
H 0.07 -0.50 -1.06 0.2414
C -0.57 -1.72 0.60 -0.6084
N 0.71 -2.38 0.75 0.2116
C 0.91 -3.69 1.01 0.2592
O 2.04 -4.16 1.10 -0.7262
C -0.25 -4.58 1.18 0.4386
C -0.21 -5.95 1.27 -0.4101
C -1.53 -6.38 1.49 -0.4806
C -2.29 -5.25 1.52 -0.4826
O -1.53 -4.16 1.34 -0.2382
H -3.34 -5.09 1.66 0.4584
H -1.87 -7.39 1.60 0.4498
H 0.67 -6.55 1.19 0.5307
C 1.87 -1.50 0.73 -1.1145
C 1.52 -0.20 1.44 -0.6882
H 2.42 0.42 1.52 0.5065
H 1.17 -0.43 2.46 0.2970
H 2.68 -2.02 1.24 0.4747
H 2.18 -1.30 -0.30 0.2255
H -1.06 -1.59 1.58 0.2085
H -1.23 -2.32 -0.02 0.6562
H -1.34 0.13 -0.19 0.5319
H 0.56 2.17 1.95 0.5599
H -0.74 1.03 2.34 0.4481
H -3.54 3.51 -2.40 0.4358
H -3.41 4.48 -0.92 0.2563
H -3.52 2.74 -0.79 0.3480

B | 47
Properties=species:S:1:pos:R:3:mulliken_charge:R:1 method="wB97M-V/def2-TZVPD" homo_ev=-7.7 e_lumo_ev=0.47 orbital_gap_ev=8.15
C 0.36 -2.58 0.16 -0.0024
C -0.12 -1.71 1.38 0.0530
C 1.89 -2.59 0.25 -1.5831
C 2.67 -1.30 -0.02 0.4152
C 3.08 -0.49 0.94 0.2958
C 3.18 -1.05 -1.39 -0.6853
C 3.85 0.67 0.71 -0.4263
C 3.88 0.09 -1.58 -0.4551
C 4.18 1.03 -0.59 -0.3569
C -2.60 -1.19 0.64 -0.5167
C -2.87 -2.78 0.08 0.2698
C -2.75 -0.26 -0.63 -0.2356
C -2.58 1.16 -0.28 0.3604
C -3.49 2.05 -0.72 -0.7004
C -1.35 1.84 0.18 0.8441
C -1.74 3.21 0.16 -0.6899
C -0.05 1.50 0.21 0.8077
C -0.84 4.24 0.52 -0.7240
C 0.83 2.54 0.70 -0.3313
C 0.53 3.96 0.71 -0.6249
H -0.35 -2.76 -1.95 0.2027
H 0.60 -1.43 -1.64 0.2573
H 0.10 -3.58 0.36 0.7574
H 2.18 -2.94 1.19 0.4946
H 2.23 -3.31 -0.58 0.3854
H 2.86 -0.64 2.07 0.1191
H 3.21 -1.89 -2.08 0.3803
H 4.03 1.25 1.71 0.2357
H 4.06 0.36 -2.59 0.3967
H 4.62 1.97 -0.96 0.3468
H -1.54 -0.54 2.34 0.3167
H -3.40 -0.95 1.32 0.7354
H -3.78 -0.41 -1.07 0.3857
H -1.86 -0.65 -1.24 0.0771
H -4.56 1.97 -1.02 0.3296
H -3.52 4.20 -0.30 0.1418
H 0.53 0.54 0.19 -0.1904
H -1.20 5.29 0.32 0.2552
H 1.94 2.27 0.71 -0.0484
H 1.25 4.78 0.99 0.3331
H -3.41 -3.75 -1.28 0.3869
N -0.04 -2.13 -1.20 -0.4357
N -1.39 -1.02 1.44 0.0605
N -3.07 3.33 -0.32 -0.0088
O 0.41 -1.82 2.47 -0.6613
O -2.33 -3.68 0.64 -0.5480
O -3.64 -2.84 -0.95 -0.4199

The energy of each structure relative to the most stable one, in kJ/mol, is as follows: A 0.0; B 224.7.